[1]
Formula: C24H32Cl2HoN3O3
Source: the Open Molecules 2025 dataset
Level of theory: the ωB97M-V functional and the def2-TZVPD basis

Atoms and positions in Å:
Ho -0.9370 -0.4776 -0.4042
Cl -1.8760 1.6165 0.6404
Cl -2.8018 -1.5094 -1.6402
O 0.8388 -1.9348 -0.3448
O 3.4702 1.6838 -1.0325
O -1.6216 -1.2631 1.4900
N 2.6578 -3.0783 -1.1866
N -3.5714 -2.0097 2.3352
N 0.7446 0.4179 1.6984
C 0.3066 -0.4381 -3.3870
C -0.3175 0.4418 -2.2884
C 1.8231 5.1679 -3.4119
C 1.9393 -4.2821 -1.5824
C 2.1165 -2.0141 -0.6048
C -1.0383 1.4987 -2.5887
C 0.9923 5.2400 -1.1342
C 0.0482 -0.0396 7.0531
C 0.3664 0.1544 4.2912
C 4.1089 -3.1990 -1.2092
C -4.9685 -1.7081 2.5342
C -1.0742 0.1711 6.2372
C -2.8982 -1.1226 1.6242
C 0.5665 0.3218 2.8753
C -2.9909 -3.2717 2.7786
C -0.9250 0.2436 4.8478
C 2.5013 1.7959 -1.8174
C 1.3164 -0.2334 6.4810
C 1.4760 -0.1760 5.0994
C 1.6650 3.1243 -2.1270
C 1.3609 5.9278 -2.3149
C 1.1250 3.8411 -1.0764
C -2.0678 1.3837 -3.6650
C 1.9221 3.7790 -3.3513
H 2.3219 1.0678 -2.7844
H -1.7852 0.3569 4.1950
H -5.1074 -0.6968 2.1469
H -3.4700 -0.3160 1.1299
H 2.2883 3.2435 -4.2096
H -1.9188 -3.3156 2.5708
H -2.0220 0.4372 -4.1719
H -3.1615 -3.3825 3.8471
H -3.4862 -4.1081 2.2848
H -0.0694 -0.0601 8.1418
H 2.1868 -0.4270 7.1208
H 0.2329 0.1457 -4.3548
H 2.1741 5.7053 -4.3157
H 0.8755 -4.0982 -1.7390
H 1.4021 -0.6296 -3.3834
H -0.9518 2.5439 -2.2534
H 2.0885 -5.0586 -0.8220
H 0.6735 5.8187 -0.2606
H 2.8084 -1.1897 -0.3981
H -5.1889 -1.7422 3.5956
H -2.0458 2.1115 -4.4450
H 2.4186 -4.6232 -2.5048
H 4.4353 -3.9708 -0.4929
H -5.5935 -2.4013 1.9745
H -3.0864 1.4384 -3.3503
H -0.1926 -1.4580 -3.5329
H -2.0612 0.2900 6.6924
H 1.3652 7.0369 -2.3894
H 2.4339 -0.3988 4.6406
H 0.8938 3.3047 -0.1663
H 4.4245 -3.5053 -2.2161
H 4.5475 -2.2335 -0.9413

2S+1   5
Net charge   0
Gap between HOMO and LUMO (spin up / spin down)   0.216 / 0.216 Ha
Relative energy (zero: lowest compared OMol25 entry of this formula, charge and spin)   0.320 eV

[2]
Formula: C24H32LuN4OP2
Source: the Open Molecules 2025 dataset
Level of theory: the ωB97M-V functional and the def2-TZVPD basis

Atoms and positions in Å:
Lu -0.3345 -1.0087 -0.1788
P 0.6874 0.2667 1.9763
P 1.1298 0.8879 -1.6674
O 0.2341 -2.8500 0.8327
N 1.6854 -2.3953 -0.8409
N 2.0859 -4.1746 0.6825
N 3.2988 -1.7990 -2.3881
N -1.4721 1.3488 -0.0224
C -4.1087 1.2998 3.2092
C -3.7731 2.2875 -2.7248
C 1.3433 -3.1593 0.2276
C -3.2919 1.7328 -1.5377
C 0.4336 2.6054 -1.7455
C 3.7477 -3.6543 -0.9132
C 0.5031 -0.8967 3.3696
C -2.3382 1.3815 1.0637
C -0.3456 1.6800 2.6102
C -4.5917 1.1426 1.9084
C -4.0685 0.8451 -0.5990
C -1.8328 1.5090 2.3947
C 1.6054 -4.9477 1.8421
C -1.9360 1.9051 -1.2032
C -1.0391 2.5729 -2.0902
C -1.5545 3.1347 -3.2496
C -2.9119 2.9907 -3.5691
C 2.3597 0.9177 2.2648
C -2.7377 1.4784 3.4477
C 2.9212 1.1977 -1.4941
C 3.3046 -4.4493 0.1041
C -3.7105 1.1817 0.8259
C 2.9013 -2.6457 -1.3859
C 0.9522 0.4339 -3.4331
H 0.5801 3.0277 -0.7411
H -1.9009 -1.3900 0.7681
H 0.5850 -5.2945 1.6667
H 2.2773 -5.8026 1.9551
H -3.6802 -0.2098 -0.7549
H -0.1095 0.2600 -3.6502
H 2.5923 -1.6611 -3.1133
H 3.0890 0.1973 1.8694
H 1.1819 -1.7492 3.2364
H -0.1116 1.8000 3.6780
H -5.6557 0.9795 1.7230
H 1.0104 3.1772 -2.4873
H 3.8386 -5.2998 0.5180
H 3.2724 1.8975 -2.2685
H 0.7375 -0.3804 4.3099
H 4.2128 -2.0036 -2.7890
H -4.7970 1.2776 4.0562
H -0.8801 3.6626 -3.9253
H -2.3640 1.5855 4.4674
H 1.3257 1.2368 -4.0828
H 1.6257 -4.3399 2.7536
H 2.4851 1.8737 1.7383
H -5.1460 0.8753 -0.7802
H -4.8252 2.1489 -2.9845
H 0.0192 2.5464 2.0356
H 1.4958 -0.4909 -3.6574
H 2.5209 1.0570 3.3441
H 3.1348 1.6125 -0.4976
H -0.5232 -1.2795 3.3961
H 4.7091 -3.8070 -1.4015
H 3.4434 0.2346 -1.6078
H -3.2906 3.4391 -4.4906

2S+1   1
Net charge   +1
Gap between HOMO and LUMO   0.158 Ha

[3]
Formula: C24H32N2O4S
Source: the Open Molecules 2025 dataset
Level of theory: the ωB97M-V functional and the def2-TZVPD basis

Atoms and positions in Å:
S 1.3190 -0.0947 -4.5041
O -0.9245 -3.4622 2.6284
O -2.3174 0.7499 0.4317
O -0.7280 -5.5333 1.0723
O 2.5105 2.1810 -0.2085
N -0.4808 -0.2781 -2.5822
N 1.0377 1.4713 -2.4243
C -0.8056 -0.3342 -1.1722
C 2.3628 2.0155 -2.5706
C 0.6069 0.3675 -3.0782
C -2.1915 0.3158 -0.8988
C -0.6203 -6.6911 0.2834
C -1.3134 1.8351 2.2464
C 3.1112 1.8551 1.0168
C 0.4248 4.8066 -0.2851
C -1.5332 1.7863 0.8722
C -0.9846 2.7677 0.0565
C -0.6761 -2.8538 -1.4779
C -0.8412 -3.1978 1.2945
C -0.3317 2.9015 4.2876
C 0.0134 3.8035 1.9718
C -0.8461 -1.9355 0.7366
C -0.5763 -2.6810 -2.9660
C -0.6546 -4.1308 -0.9184
C -0.2054 3.7791 0.6029
C -0.7713 -1.7536 -0.6444
C -0.5451 2.8426 2.8050
C -1.1232 -1.3149 -3.3635
C 3.1979 1.6745 -1.3351
C -0.7368 -4.3244 0.4470
C -1.0951 -2.3789 3.5070
H -0.2339 -1.7016 3.4865
H 0.6103 1.7297 -1.5448
H 0.6433 3.3220 4.5239
H 2.4723 2.2768 1.7906
H -0.0661 0.2418 -0.6031
H -1.7632 1.0756 2.8678
H -0.5744 -4.9743 -1.5858
H -2.3591 1.1310 -1.6142
H -1.4661 -6.7907 -0.4054
H 0.4747 5.7723 0.2125
H -0.9365 -1.1159 -4.4194
H 1.4412 4.4927 -0.5224
H -0.4095 1.9125 4.7327
H 4.1182 2.2824 1.0929
H -1.1779 2.7758 -1.0062
H -1.0905 3.5373 4.7445
H -2.1982 -1.2649 -3.1695
H -0.9187 -1.0637 1.3648
H 2.2883 3.1016 -2.6712
H -2.0052 -1.8147 3.2773
H -0.6276 -7.5248 0.9837
H -1.1830 -2.8174 4.5000
H -0.1273 4.9151 -1.2157
H 0.6234 4.5874 2.3972
H -2.9869 -0.4231 -1.0215
H 4.1994 2.1215 -1.4123
H 0.3147 -6.7061 -0.2867
H -1.1214 -3.4718 -3.4829
H 0.4719 -2.7399 -3.2749
H 3.3103 0.5830 -1.2479
H 3.1799 0.7681 1.1484
H 2.8158 1.5937 -3.4699

2S+1   1
Net charge   0
Gap between HOMO and LUMO   0.310 Ha
Relative energy (zero: lowest compared OMol25 entry of this formula, charge and spin)   1.937 eV
SMILES string   COCCNC(=S)N1CCc2cc(OC)c(OC)cc2[C@@H]1COc1cc(C)cc(C)c1